Entry 1:
Computed, not measured: an isolated molecule of C2H2N2S at a distorted geometry, with ωB97M-V/def2-TZVPD.

## Properties
frontier orbital gap = 9.62 eV
relative energy (zero: lowest compared OMol25 entry of this formula, charge and spin) = 70.3 kcal/mol
SMILES string = c1csnn1
calculated total energy = -584.988899 hartree
highest occupied orbital energy = -9.6904 eV

Structure (ORCA input):
```
! RIJCOSX wB97M-V def2-TZVPD def2/J DEFGRID3
* xyz 0 1
C 0.45 -0.75 0.00
C 0.51 0.57 0.04
N 1.62 -1.48 -0.04
N 2.70 -0.84 0.05
S 2.71 0.75 -0.01
H -0.55 -1.39 -0.10
H 0.30 1.63 -0.08
*
```

Entry 2:
Computed, not measured: C19H44BrIO19S6 as an isolated structure at a distorted geometry, with ωB97M-V/def2-TZVPD.

## Properties
frontier orbital gap = 9.61 eV
relative energy (zero: lowest compared OMol25 entry of this formula, charge and spin) = 0.0 kcal/mol
calculated total energy = -7440.612728 hartree
highest occupied orbital energy = -9.8570 eV

Structure (ORCA input):
```
! RIJCOSX wB97M-V def2-TZVPD def2/J DEFGRID3
* xyz 0 1
C 0.73 2.72 -1.28
C 1.86 2.02 -1.21
C 2.14 0.99 -2.24
O 3.44 1.05 -2.89
S 3.52 -0.29 -3.73
O 4.86 -0.61 -4.03
O 2.52 -0.30 -4.74
O 3.00 -1.20 -2.51
C 2.00 -0.49 -1.79
Br 0.27 -1.25 -2.22
I 2.44 -0.91 0.27
H 0.28 3.03 -2.22
H 0.22 3.04 -0.38
H 2.59 2.16 -0.42
H 1.40 1.16 -3.03
O 0.25 1.52 3.32
S 1.25 0.85 4.10
O 1.37 -0.57 4.01
O 1.10 1.28 5.61
C -0.22 1.14 6.22
C -0.55 -0.29 6.58
C 2.82 1.58 3.81
H -0.96 1.58 5.54
H -0.17 1.77 7.10
H -0.68 -0.90 5.69
H -1.48 -0.31 7.15
H 0.24 -0.73 7.18
H 2.73 2.66 3.91
H 3.11 1.31 2.80
H 3.53 1.18 4.53
O -2.15 2.20 -1.16
S -2.75 2.42 -2.45
O -2.56 3.67 -3.10
O -4.30 2.09 -2.34
C -5.05 2.73 -1.27
C -5.37 4.18 -1.57
C -2.32 1.12 -3.55
H -4.50 2.62 -0.34
H -5.96 2.14 -1.19
H -4.47 4.79 -1.57
H -6.05 4.57 -0.82
H -5.84 4.28 -2.55
H -2.50 0.17 -3.05
H -1.27 1.23 -3.79
H -2.93 1.21 -4.45
O 2.00 -5.40 4.37
S 3.12 -4.92 3.62
O 3.55 -5.62 2.45
O 4.36 -4.75 4.61
C 4.71 -5.89 5.43
C 5.46 -6.95 4.66
C 2.92 -3.22 3.23
H 3.80 -6.29 5.89
H 5.33 -5.48 6.23
H 4.83 -7.43 3.92
H 5.82 -7.72 5.35
H 6.31 -6.52 4.14
H 2.63 -2.67 4.12
H 2.13 -3.17 2.48
H 3.86 -2.85 2.82
O -7.81 6.19 -2.34
S -7.93 7.44 -3.03
O -7.77 8.66 -2.30
O -9.32 7.47 -3.81
C -10.51 7.16 -3.05
C -10.97 8.32 -2.19
C -6.88 7.45 -4.44
H -10.34 6.26 -2.46
H -11.26 6.92 -3.80
H -10.27 8.52 -1.38
H -11.94 8.09 -1.75
H -11.06 9.23 -2.79
H -7.04 6.54 -5.00
H -5.86 7.50 -4.07
H -7.11 8.33 -5.04
O 7.38 -7.77 -0.97
S 7.13 -6.59 -1.74
O 7.22 -5.30 -1.11
O 5.73 -6.73 -2.47
C 4.58 -7.07 -1.65
C 4.05 -5.89 -0.87
C 8.13 -6.59 -3.19
H 4.84 -7.91 -1.00
H 3.84 -7.43 -2.37
H 4.75 -5.58 -0.10
H 3.11 -6.16 -0.38
H 3.88 -5.04 -1.53
H 8.03 -7.55 -3.68
H 9.16 -6.43 -2.86
H 7.81 -5.78 -3.83
*
```

Entry 3:
Computed, not measured: C15H39AsNO6RuSSi3 as an isolated structure at a distorted geometry, with ωB97M-V/def2-TZVPD.

## Properties
frontier orbital gap (alpha / beta) = 5.93 / 7.50 eV
relative energy (zero: lowest compared OMol25 entry of this formula, charge and spin) = 58.3 kcal/mol
calculated total energy = -4698.510296 hartree
highest occupied orbital energy (alpha / beta) = -3.1846 / -5.1067 eV

Structure (ORCA input):
```
! RIJCOSX wB97M-V def2-TZVPD def2/J DEFGRID3
* xyz -1 5
Ru 0.20 0.39 0.18
O -0.48 -1.18 2.09
S -1.72 -0.81 1.44
O -2.88 -1.49 1.95
O -1.83 0.70 1.67
O -1.59 -1.04 -0.02
N 1.57 -1.14 -3.88
C 1.33 -0.69 -2.61
O 1.00 0.47 -2.43
C 1.50 -1.69 -1.50
C 1.83 -0.99 -0.17
H 1.30 -0.54 -4.65
H 1.63 -2.13 -4.06
H 2.24 -2.45 -1.78
H 0.53 -2.19 -1.38
H 2.84 -0.57 -0.21
H 1.78 -1.73 0.64
C 2.17 0.95 2.62
O 2.45 1.80 1.53
C 1.44 1.97 0.60
C 1.91 2.94 -0.45
H 2.78 0.05 2.54
H 1.11 0.66 2.64
H 2.43 1.49 3.54
H 2.87 3.37 -0.17
H 1.16 3.73 -0.56
H 1.99 2.43 -1.41
C -0.53 2.87 -4.21
Si -1.76 3.28 -2.77
C -3.34 3.94 -3.72
C -1.08 4.87 -1.90
As -1.63 1.51 -1.09
Si -2.96 1.98 0.94
C -1.93 3.35 1.83
C -4.39 1.21 2.00
C -4.17 3.15 -0.09
Si -2.89 -0.27 -1.95
C -3.79 0.45 -3.52
C -2.03 -1.80 -2.76
C -4.38 -0.82 -0.87
H -0.05 3.74 -4.63
H -1.04 2.35 -5.03
H 0.24 2.20 -3.82
H -3.14 4.90 -4.17
H -4.19 4.05 -3.06
H -3.63 3.26 -4.52
H -1.43 5.79 -2.35
H 0.00 4.89 -1.91
H -1.40 4.87 -0.86
H -0.89 3.28 1.51
H -1.94 3.22 2.91
H -2.30 4.35 1.61
H -4.20 0.15 2.13
H -5.38 1.34 1.56
H -4.41 1.66 2.99
H -3.61 3.95 -0.55
H -4.93 3.59 0.55
H -4.68 2.61 -0.89
H -3.07 0.79 -4.25
H -4.41 1.29 -3.24
H -4.43 -0.30 -3.98
H -1.10 -1.50 -3.24
H -2.66 -2.27 -3.51
H -1.79 -2.53 -2.00
H -5.03 0.03 -0.66
H -4.03 -1.22 0.07
H -4.99 -1.58 -1.36
*
```

Entry 4:
Computed, not measured: C32H44IInN2O6PS as an isolated structure at a distorted geometry, with ωB97M-V/def2-TZVPD.

## Properties
frontier orbital gap = 1.68 eV
calculated total energy = -3032.693744 hartree
highest occupied orbital energy = -15.3659 eV

Structure (ORCA input):
```
! RIJCOSX wB97M-V def2-TZVPD def2/J DEFGRID3
* xyz 3 1
C -2.19 8.18 -1.02
C -2.12 6.61 -1.34
C -1.33 5.94 -0.13
I -2.66 5.20 1.46
C -0.36 4.80 -0.54
C 1.08 5.00 -0.20
C 2.07 3.97 -0.51
C 1.61 2.74 -1.15
C 0.19 2.50 -1.52
C -0.79 3.53 -1.21
P -2.58 3.23 -1.67
S -2.73 3.49 -3.64
C -0.18 1.13 -2.19
O -0.94 1.04 -3.13
C 0.53 -0.10 -1.55
C 1.98 0.14 -1.17
C 2.74 -0.91 -0.53
C 2.05 -2.22 -0.26
C 2.90 -3.29 0.48
C 2.53 -3.19 2.04
C 2.74 -1.72 2.60
O 1.52 -0.95 2.57
C 1.51 0.07 3.52
C 1.38 1.58 3.09
O 1.56 -0.13 4.70
C 0.63 -2.49 -0.64
C -0.16 -3.80 -0.37
C 0.51 -5.12 -0.93
C 1.09 -5.02 -2.39
C 2.42 -5.93 -2.43
C 3.75 -5.09 -2.62
N 4.71 -5.21 -1.51
C -0.12 -1.39 -1.30
O -1.43 -1.52 -1.70
C -2.36 -1.42 -0.59
C -3.61 -0.50 -0.95
N -3.99 0.42 0.14
C -4.36 -0.28 1.40
C -3.45 0.31 2.56
C -3.67 -0.39 3.95
O -3.69 1.73 2.58
C 2.59 1.56 -1.47
O 3.69 1.73 -1.93
H -2.09 8.38 0.09
H -1.30 8.67 -1.49
H -3.15 8.65 -1.34
H -1.57 6.41 -2.29
H -3.17 6.20 -1.31
H -0.73 6.76 0.37
H 1.44 5.93 0.32
H 3.17 4.07 -0.25
H -3.00 1.91 -1.37
H -3.45 4.22 -1.10
H 3.79 -0.70 -0.26
H 3.98 -2.98 0.38
H 2.83 -4.33 0.06
H 3.12 -3.90 2.67
H 1.42 -3.38 2.10
H 3.54 -1.17 2.02
H 3.13 -1.77 3.66
H 2.17 1.88 2.34
H 1.49 2.26 3.98
H 0.38 1.80 2.63
H -1.21 -3.76 -0.78
H -0.28 -3.92 0.75
H 1.24 -5.53 -0.17
H -0.31 -5.90 -0.96
H 1.42 -4.00 -2.70
H 0.38 -5.51 -3.10
H 2.55 -6.56 -1.51
H 2.36 -6.66 -3.29
H 3.54 -3.99 -2.76
H 4.26 -5.48 -3.55
H 5.39 -4.44 -1.55
H 5.20 -6.10 -1.49
H -2.78 -2.46 -0.44
H -1.86 -1.09 0.36
H -4.45 -1.15 -1.32
H -3.26 0.16 -1.81
H -4.86 0.87 -0.18
H -5.42 -0.04 1.70
H -4.31 -1.40 1.33
H -2.37 0.13 2.26
H -2.66 -0.45 4.46
H -4.29 0.27 4.62
H -4.05 -1.44 3.90
H -3.48 2.05 3.48
In 4.19 3.26 1.03
*
```